This record from OMol25 describes 3 unconnected molecules or ions with the total composition C15H34F5N4O2 in a non-equilibrium geometry. The level of theory is ωB97M-V/def2-TZVPD.

Geometry as ORCA input:
```
! RIJCOSX wB97M-V def2-TZVPD def2/J DEFGRID3
* xyz 1 1
N 2.08 -0.34 -0.63
C 2.83 0.93 -0.44
C 2.05 1.87 0.60
C 1.32 3.14 -0.07
C 0.60 2.70 -1.43
N -0.47 3.62 -1.92
C -1.64 3.63 -1.04
N -1.76 4.66 -0.19
N -2.58 2.54 -1.20
C -2.65 1.65 -0.04
F -4.01 1.64 0.36
F -1.84 2.02 1.04
C -2.31 0.11 -0.36
F -0.95 -0.18 -0.18
F -2.80 -0.32 -1.58
F -2.98 -0.64 0.62
H 1.66 -0.67 0.24
H 1.37 -0.26 -1.37
H 3.86 0.66 -0.03
H 3.02 1.40 -1.46
H 2.83 2.26 1.35
H 1.24 1.32 1.19
H 2.14 3.91 -0.30
H 0.61 3.68 0.66
H 1.41 2.70 -2.25
H 0.24 1.61 -1.39
H -0.13 4.60 -2.01
H -1.79 5.65 -0.47
H -1.78 4.51 0.84
H -2.36 2.05 -2.08
C -6.50 -0.91 -1.35
C -6.26 -1.88 -0.20
O -7.13 -3.00 -0.22
C -7.06 -3.84 -1.36
C -5.69 -4.45 -1.58
H -7.53 -0.56 -1.35
H -5.83 -0.05 -1.26
H -6.31 -1.38 -2.32
H -6.45 -1.36 0.74
H -5.22 -2.21 -0.17
H -7.40 -3.29 -2.25
H -7.79 -4.64 -1.20
H -4.93 -3.69 -1.77
H -5.71 -5.12 -2.45
H -5.38 -5.02 -0.70
C 7.69 -0.07 2.90
C 6.19 -0.29 2.86
O 5.68 -0.51 1.55
C 6.19 -1.64 0.86
C 5.92 -2.96 1.57
H 7.98 0.77 2.26
H 8.02 0.14 3.92
H 8.24 -0.95 2.55
H 5.69 0.61 3.23
H 5.89 -1.10 3.52
H 7.26 -1.52 0.66
H 5.70 -1.66 -0.12
H 6.41 -3.00 2.54
H 6.29 -3.79 0.97
H 4.85 -3.09 1.73
*
```

Results
E_HOMO in eV: -11.36
Energy in eV: -39739.0801

---

This record from OMol25 describes 2 unconnected molecules or ions with the total composition I2S2 in a non-equilibrium geometry. The level of theory is ωB97M-V/def2-TZVPD.

Geometry as ORCA input:
```
! RIJCOSX wB97M-V def2-TZVPD def2/J DEFGRID3
* xyz 0 1
S 0.50 -0.89 -1.13
S -0.87 0.35 1.19
I 0.50 1.03 -2.47
I 0.98 1.10 2.35
*
```

Results
E_HOMO (spin up / spin down) in eV: -9.02 / -9.01
Energy in eV: -37869.9562

---

This record from OMol25 describes 5 unconnected molecules or ions with the total composition C30H60B2F4IN3O11S5 in a non-equilibrium geometry. The level of theory is ωB97M-V/def2-TZVPD.

Geometry as ORCA input:
```
! RIJCOSX wB97M-V def2-TZVPD def2/J DEFGRID3
* xyz 0 1
C 4.49 0.36 -1.57
C 4.37 -0.97 -1.58
C 4.17 -1.83 -0.39
O 4.52 -2.98 -0.41
O 3.63 -1.31 0.73
C 2.39 -0.57 0.54
C 1.54 -0.70 1.78
C 0.18 0.00 1.56
C -1.00 -0.82 2.03
C -2.36 -0.13 1.77
C -2.55 0.03 0.25
C -3.96 0.27 -0.34
C -4.98 -0.73 0.25
I -4.19 -2.77 0.34
C -5.76 -0.48 1.56
C -5.30 0.50 2.65
C -3.71 0.18 -1.92
C -2.24 0.09 -2.47
C -1.38 1.37 -2.44
C 0.08 1.08 -2.55
F 0.47 -0.12 -3.06
C 1.06 2.00 -2.28
F 1.43 2.37 -1.06
F 1.77 2.65 -3.19
B -4.40 -0.99 -2.82
O -5.66 -0.76 -3.35
N -3.77 -2.31 -3.04
C -3.24 -2.40 -4.44
C -4.88 -3.31 -3.02
C -4.16 1.46 -2.58
O -4.40 1.68 -3.74
N -4.14 2.46 -1.57
C -4.48 1.82 -0.32
B -3.84 2.90 0.71
N -4.64 3.70 1.59
O -2.48 3.07 0.68
S -6.36 2.09 -0.39
O -6.57 3.31 -1.10
O -7.00 2.06 0.88
F -6.87 0.95 -1.33
H 4.72 0.92 -0.68
H 4.39 0.92 -2.49
H 4.46 -1.49 -2.53
H 1.88 -0.99 -0.33
H 2.65 0.47 0.34
H 1.42 -1.76 2.00
H 2.07 -0.19 2.58
H 0.12 0.20 0.49
H 0.20 0.96 2.09
H -0.98 -1.77 1.48
H -0.93 -1.05 3.09
H -2.30 0.86 2.21
H -3.09 -0.77 2.25
H -2.13 -0.88 -0.18
H -1.86 0.82 -0.01
H -5.75 -0.88 -0.51
H -6.78 -0.21 1.31
H -5.90 -1.44 2.04
H -4.38 1.05 2.50
H -6.07 1.23 2.85
H -5.17 -0.03 3.60
H -1.69 -0.77 -2.11
H -2.36 -0.09 -3.54
H -1.61 2.01 -3.30
H -1.55 1.98 -1.54
H -5.58 -0.45 -4.26
H -3.09 -3.46 -4.65
H -2.25 -1.96 -4.45
H -3.90 -1.93 -5.17
H -4.42 -4.28 -2.81
H -5.38 -3.39 -3.98
H -5.59 -3.12 -2.21
H -3.36 3.11 -1.56
H -5.18 4.42 1.13
H -4.09 4.11 2.34
H -2.29 3.95 1.02
C 5.60 -5.74 -1.14
S 5.09 -7.11 -2.17
O 3.73 -7.52 -1.73
C 6.25 -8.31 -1.50
H 4.98 -4.89 -1.36
H 5.49 -6.01 -0.09
H 6.64 -5.50 -1.35
H 6.09 -8.41 -0.42
H 7.27 -7.98 -1.70
H 6.07 -9.26 -1.99
C 11.69 -4.27 -0.76
S 10.43 -5.17 0.15
O 9.94 -6.26 -0.73
C 9.20 -3.85 0.11
H 12.55 -4.93 -0.88
H 11.30 -3.98 -1.73
H 11.99 -3.39 -0.19
H 8.98 -3.59 -0.93
H 9.58 -2.98 0.65
H 8.30 -4.21 0.59
C -0.70 8.39 1.34
S -1.12 6.92 0.40
O -2.42 6.41 0.92
C 0.14 5.86 1.10
H -1.41 9.17 1.08
H -0.76 8.17 2.41
H 0.31 8.71 1.07
H 0.01 5.82 2.18
H 1.14 6.23 0.85
H 0.01 4.87 0.67
C -0.64 3.17 6.06
S -0.22 3.81 4.44
O -0.64 2.82 3.42
C 1.56 3.66 4.65
H -1.73 3.14 6.14
H -0.24 2.16 6.18
H -0.24 3.83 6.83
H 1.82 2.62 4.86
H 1.88 4.31 5.47
H 2.04 3.98 3.73
*
```

Results
E_HOMO in eV: -8.27
Energy in eV: -133569.9615

---

This record from OMol25 describes 2 unconnected molecules or ions with the total composition C10H16 in a non-equilibrium geometry. The level of theory is ωB97M-V/def2-TZVPD.

Geometry as ORCA input:
```
! RIJCOSX wB97M-V def2-TZVPD def2/J DEFGRID3
* xyz 0 1
C -0.24 2.40 2.60
C 0.51 1.31 1.82
C 0.37 1.09 0.48
C 1.01 -0.02 -0.10
C 1.92 -0.81 0.60
C 1.96 -0.66 2.04
C 1.25 0.36 2.62
H -0.66 1.99 3.53
H -0.90 2.90 2.06
H 0.47 3.08 2.96
H -0.03 1.86 -0.25
H 0.97 -0.14 -1.15
H 2.29 -1.72 0.13
H 2.51 -1.33 2.54
H 1.30 0.56 3.76
C -1.64 -0.10 -3.61
C -2.33 -1.39 -3.02
C -1.47 -1.96 -1.90
H -0.93 -0.25 -4.30
H -2.40 0.45 -4.13
H -1.38 0.70 -2.93
H -3.36 -1.10 -2.69
H -2.33 -2.16 -3.99
H -0.48 -2.34 -2.36
H -1.21 -1.12 -1.12
H -1.93 -2.73 -1.25
*
```

Results
E_HOMO in eV: -8.94
SMILES: Cc1ccccc1.CCC
Energy in eV: -10627.6888